The following is a DFT calculation (wB97M-V/def2-TZVPD) of 12 unconnected molecules or ions with the total composition C52H124N4O20 in a non-equilibrium geometry.

Summary:
Total energy = -102829.408 eV
Highest occupied orbital energy = -7.94 eV
HOMO-LUMO gap = 7.961 eV
SMILES string = CC1(C)CCCC(C)(C)N1O.CC1(C)CCCC(C)(C)N1O.CC1(C)CCCC(C)(C)N1O.CC1(C)CCCC(C)(C)N1O.OCCO.OCCO.OCCO.OCCO.OCCO.OCCO.OCCO.OCCO
ΔE to the lowest compared entry with this formula, charge and spin = 746.0 kJ/mol

ORCA input file:
```
! wB97M-V def2-TZVPD RIJCOSX def2/J DEFGRID3
* xyz 0 1
C 0.88540 7.60942 -3.84666
C 0.05595 8.83179 -3.33387
C 0.41504 10.10034 -4.18789
C -1.54752 8.66757 -3.52249
C -2.23383 7.81802 -2.49930
C -1.90374 8.21164 -1.06102
C -0.40750 8.49692 -0.76415
C -0.35558 9.29192 0.57103
C 0.32371 7.09716 -0.46686
N 0.18454 9.21947 -1.92612
O 1.43533 9.69273 -1.65178
H 0.97290 7.54505 -4.93123
H 1.92714 7.61904 -3.52604
H 0.44442 6.65410 -3.56207
H 0.41743 9.89069 -5.25753
H -0.20768 10.99197 -4.11491
H 1.46608 10.38532 -4.14106
H -2.04489 9.63500 -3.45324
H -1.71974 8.37170 -4.55733
H -3.29799 7.80730 -2.73499
H -1.88087 6.80487 -2.69176
H -2.34662 7.41776 -0.45959
H -2.53587 9.05218 -0.77466
H -0.94182 8.81327 1.35546
H -0.91156 10.22175 0.45105
H 0.66832 9.59802 0.78557
H -0.15236 6.60111 0.37896
H 1.40076 7.19563 -0.33141
H 0.22519 6.37186 -1.27454
H 1.17717 10.61388 -1.73202
C 1.96640 -3.64763 -4.60331
C 1.49236 -3.40618 -3.17172
C 1.22914 -4.73142 -2.37155
C 2.73039 -2.83990 -2.47766
C 2.51230 -2.22888 -1.05728
C 1.42710 -1.14500 -1.23575
C 0.12253 -1.61056 -1.90892
C -0.79993 -2.24185 -0.81945
C -0.45584 -0.25112 -2.40985
N 0.40354 -2.38003 -3.07954
O -0.62999 -2.69148 -3.94524
H 2.82903 -4.31205 -4.65343
H 1.16611 -4.00075 -5.25365
H 2.21104 -2.72300 -5.12609
H 0.26848 -5.13173 -2.69557
H 1.96120 -5.47727 -2.68123
H 1.15611 -4.61009 -1.29079
H 3.52239 -3.58628 -2.41642
H 3.20512 -2.17485 -3.19908
H 2.32973 -2.93805 -0.24991
H 3.42257 -1.78165 -0.65790
H 1.91126 -0.42442 -1.89488
H 1.23701 -0.57496 -0.32634
H -0.54843 -3.29154 -0.66779
H -1.78003 -2.28868 -1.29411
H -0.69628 -1.69361 0.11692
H -0.72731 0.34125 -1.53606
H -1.36191 -0.55450 -2.93435
H 0.17851 0.29680 -3.10662
H -1.05203 -3.47599 -3.58742
C -5.68713 4.28817 5.41070
C -7.21436 4.03778 5.19357
C -8.00710 4.69080 6.38419
C -7.61870 4.85463 3.97905
C -7.39585 4.16956 2.68167
C -8.08686 2.80444 2.65761
C -7.50967 1.91666 3.72019
C -8.44806 0.70885 3.79240
C -6.13931 1.49015 3.30212
N -7.56476 2.61038 5.01933
O -7.19292 1.89786 6.07865
H -5.12286 3.68415 4.70016
H -5.40104 5.33966 5.43550
H -5.42009 3.85347 6.37393
H -9.08253 4.63170 6.21666
H -7.66312 4.25196 7.32077
H -7.80027 5.75932 6.44398
H -8.67584 5.11670 4.02222
H -7.05645 5.77973 3.85192
H -7.93530 4.72993 1.91808
H -6.35894 4.06786 2.36139
H -7.90808 2.44748 1.64335
H -9.15169 2.97226 2.81907
H -8.50503 0.22126 2.81921
H -9.42031 1.12450 4.05711
H -8.10943 -0.04703 4.50097
H -5.69480 0.81706 4.03523
H -5.48432 2.34057 3.11269
H -6.24436 0.91480 2.38232
H -7.95230 2.00300 6.65648
C 1.21121 2.04770 7.34160
C 1.98268 0.76991 7.51802
C 1.29840 0.04208 8.78040
C 1.63615 -0.06853 6.24349
C 2.51761 -1.34801 6.14390
C 4.04402 -0.91552 6.25132
C 4.41331 -0.14464 7.47514
C 4.54188 -1.19081 8.67577
C 5.78367 0.47721 7.25890
N 3.46184 1.00107 7.68067
O 3.68072 1.77442 8.80213
H 1.32158 2.63159 6.42782
H 0.16316 1.75787 7.26617
H 1.26543 2.76044 8.16450
H 1.27495 0.75906 9.60106
H 0.26732 -0.28276 8.64089
H 2.01286 -0.73312 9.05735
H 0.64971 -0.52234 6.33885
H 1.56727 0.54803 5.34727
H 2.34401 -2.09359 6.91984
H 2.32258 -1.87542 5.21014
H 4.23719 -0.32949 5.35279
H 4.70400 -1.78243 6.22000
H 4.62193 -0.64736 9.61723
H 5.43651 -1.77185 8.45189
H 3.79210 -1.98196 8.67151
H 6.55584 -0.28417 7.14863
H 6.15566 1.08393 8.08450
H 5.71078 1.22031 6.46480
H 4.19042 2.42887 8.31892
O 3.56949 1.64939 -6.48046
C 4.25970 2.12352 -7.66314
C 4.61278 0.99753 -8.70731
O 3.48981 0.41002 -9.34682
H 2.73797 1.29517 -6.80403
H 3.72053 2.91451 -8.18443
H 5.04729 2.47537 -6.99680
H 5.23042 0.21674 -8.26347
H 5.32797 1.34299 -9.45380
H 2.76338 0.25535 -8.73857
O -8.27254 -3.43874 -3.96479
C -7.37301 -2.50484 -4.61792
C -7.91211 -1.87465 -5.91936
O -9.15060 -1.12160 -5.77531
H -7.81332 -4.17367 -3.55175
H -6.97429 -1.79402 -3.89414
H -6.50972 -3.07684 -4.95799
H -8.29545 -2.69105 -6.53145
H -7.13793 -1.41243 -6.53181
H -9.06108 -0.22810 -6.11480
O 5.63392 -7.18907 4.79368
C 4.85540 -8.30502 4.29274
C 3.44900 -7.84028 4.62843
O 3.12754 -7.85203 6.02226
H 6.52607 -7.46491 5.01632
H 5.02754 -8.45133 3.22641
H 5.11599 -9.20136 4.85557
H 2.90697 -8.63165 4.11072
H 3.05890 -6.90704 4.22225
H 3.60386 -7.13650 6.44974
O -0.82302 1.17955 -7.63575
C -2.07627 1.77992 -7.99341
C -1.83439 3.10491 -8.66489
O -2.98458 3.79802 -9.05465
H -1.02795 0.58768 -6.90823
H -2.73129 1.06315 -8.48869
H -2.75956 1.96936 -7.16557
H -1.32186 2.92577 -9.61006
H -1.24202 3.66960 -7.94494
H -2.62734 4.51533 -9.58326
O 6.29324 4.62538 0.59784
C 5.81172 3.48364 -0.08317
C 6.29695 3.25830 -1.49685
O 7.39809 4.09310 -1.88276
H 5.77862 4.83167 1.38155
H 6.00310 2.59014 0.51109
H 4.72669 3.58701 -0.09436
H 5.46370 3.42211 -2.18020
H 6.51186 2.20219 -1.65975
H 7.57302 3.92012 -2.81070
O -0.26198 -14.03979 -0.87198
C 0.33959 -13.01266 -1.47569
C 0.88432 -11.87887 -0.40332
O -0.10993 -11.19594 0.29969
H 0.38221 -14.64599 -0.49898
H 1.23540 -13.23963 -2.05371
H -0.35659 -12.73702 -2.26782
H 1.37127 -11.13110 -1.02927
H 1.59577 -12.42788 0.21355
H -0.34933 -11.66720 1.10107
O -3.82593 -7.10178 -4.50463
C -3.99066 -8.24967 -3.66187
C -4.68571 -7.68500 -2.36190
O -6.07036 -7.66003 -2.40893
H -3.94181 -7.38795 -5.41364
H -4.69174 -8.93314 -4.14089
H -3.05821 -8.77502 -3.45532
H -4.31647 -6.68988 -2.11390
H -4.43737 -8.18331 -1.42482
H -6.32264 -8.58101 -2.50765
O 10.77040 -5.69188 0.69284
C 9.96460 -4.52753 0.58356
C 10.04875 -4.03348 -0.87194
O 9.85562 -5.05362 -1.84966
H 10.58999 -6.41018 0.08203
H 8.94130 -4.78799 0.85399
H 10.30023 -3.74073 1.25913
H 11.00787 -3.54254 -1.03674
H 9.30797 -3.23925 -0.96444
H 9.77532 -4.60200 -2.69298
*
```

Löwdin population analysis, charges in e, atoms 1 to 4: atom 1 (C): -0.024, atom 2 (C): -0.429, atom 3 (C): -0.053, atom 4 (C): -0.138

---

The following is a DFT calculation (wB97M-V/def2-TZVPD) of 5 unconnected molecules or ions with the total composition CH12O4S in a non-equilibrium geometry.

Summary:
Total energy = -20256.503 eV
Highest occupied orbital energy = -9.07 eV
HOMO-LUMO gap = 9.334 eV
SMILES string = CS.O.O.O.O
ΔE to the lowest compared entry with this formula, charge and spin = 78.4 kJ/mol

ORCA input file:
```
! wB97M-V def2-TZVPD RIJCOSX def2/J DEFGRID3
* xyz 0 1
C -1.89930 -0.33800 -1.75299
S -0.45872 -1.17882 -2.42650
H -1.99463 0.75405 -1.71924
H -2.77538 -0.69782 -2.29411
H -2.00283 -0.61205 -0.70601
H 0.58043 -0.33123 -2.48153
O 2.04576 0.33940 2.22330
H 2.48307 -0.47039 2.51580
H 2.76566 0.75734 1.73417
O -0.68946 0.12975 1.45158
H 0.27232 0.01013 1.50594
H -0.81179 0.99997 1.85092
O -0.63365 2.94357 -0.96020
H 0.18285 3.00151 -1.48109
H -0.39932 2.02863 -0.70234
O 1.44017 -2.37381 1.32172
H 0.54017 -2.02716 1.37786
H 1.35464 -2.93508 0.54271
*
```

Löwdin population analysis, charges in e, atoms 1 to 4: atom 1 (C): -0.506, atom 2 (S): 0.627, atom 3 (H): 0.029, atom 4 (H): 0.023

---

The following is a DFT calculation (wB97M-V/def2-TZVPD) of 3 unconnected molecules or ions with the total composition C17H36BrF9O7PS3 in a non-equilibrium geometry.

Summary:
Total energy = -168823.320 eV
Highest occupied orbital energy = -12.62 eV
HOMO-LUMO gap = 7.916 eV

ORCA input file:
```
! wB97M-V def2-TZVPD RIJCOSX def2/J DEFGRID3
* xyz 1 1
C -0.45233 0.58200 1.79132
C 0.97124 0.97949 2.49850
O 2.17485 0.64429 1.72723
P 2.07947 1.16003 0.06690
C 1.92107 3.04267 -0.19319
C 2.11409 3.95177 1.16564
C 2.95032 5.36042 0.91233
C 4.52391 5.11991 0.50087
C 5.50232 5.02595 1.85538
F 4.72404 4.85032 3.11516
F 6.08676 6.41769 1.96406
C 6.77953 4.02864 1.67801
F 7.95072 4.52328 2.49460
F 7.23552 4.11529 0.25590
S 6.51767 2.23600 2.09017
F 6.79965 1.84043 0.41089
F 8.22388 2.07294 2.34623
F 6.34168 2.49609 3.77290
F 4.83897 2.24841 1.77285
F 6.38745 0.54887 2.39707
C 3.62775 0.37459 -0.80915
Br 4.45906 1.54941 -2.19216
C 3.26177 -1.14367 -1.37420
C 2.52083 -1.15198 -2.83618
H -1.30663 0.86186 2.57692
H -0.71073 1.18419 0.81764
H -0.53728 -0.59375 1.66122
H 0.88999 2.09393 2.84532
H 1.03216 0.33393 3.50119
H 0.93285 0.55688 -0.62737
H 0.80536 3.24997 -0.56365
H 2.61793 3.50395 -1.01109
H 2.53434 3.33166 2.09478
H 1.02479 4.29701 1.51152
H 2.81613 6.01911 1.87115
H 2.43266 5.90672 0.01547
H 4.63609 4.15762 -0.17903
H 4.85063 6.04772 -0.14271
H 4.43931 0.19667 0.04408
H 2.55328 -1.73528 -0.63237
H 4.27949 -1.74965 -1.51344
H 3.14823 -1.79473 -3.62155
H 2.28282 -0.09689 -3.28303
H 1.47154 -1.71685 -2.76515
O -3.36992 -0.25238 -0.16249
S -3.37189 -0.61339 -1.56501
O -2.29294 -0.24527 -2.45497
O -4.78480 -0.14853 -2.23016
C -5.18399 1.20812 -2.10118
C -4.42734 2.10313 -3.06509
C -3.63103 -2.36590 -1.69638
H -5.06874 1.55175 -1.06790
H -6.25234 1.25170 -2.33862
H -3.36680 2.15713 -2.80074
H -4.83136 3.11908 -3.04876
H -4.48616 1.71177 -4.08564
H -4.47545 -2.64755 -1.06469
H -2.72354 -2.86777 -1.35514
H -3.82492 -2.61684 -2.74056
O -4.22414 -6.61434 -1.26231
S -5.39316 -5.91691 -0.76796
O -5.30858 -4.60253 -0.17052
O -6.21128 -6.90165 0.23991
C -5.51932 -7.47985 1.33689
C -5.32558 -6.47864 2.46061
C -6.60876 -5.86497 -2.06229
H -4.56251 -7.90365 1.01449
H -6.13364 -8.31007 1.70154
H -4.64009 -5.67991 2.16113
H -4.90925 -6.96621 3.34637
H -6.27600 -6.00543 2.72694
H -6.71561 -6.86420 -2.48834
H -6.25931 -5.16714 -2.82568
H -7.55472 -5.51645 -1.64446
*
```

Löwdin population analysis, charges in e, atoms 1 to 4: atom 1 (C): -0.124, atom 2 (C): -0.280, atom 3 (O): -0.318, atom 4 (P): 1.052

---

The following is a DFT calculation (wB97M-V/def2-TZVPD) of a molecular structure, C15H22IrN3O5S2.

Summary:
Total energy = -55110.599 eV
Highest occupied orbital energy = -14.68 eV
HOMO-LUMO gap = 6.566 eV
ΔE to the lowest compared entry with this formula, charge and spin = 0.0 kJ/mol

ORCA input file:
```
! wB97M-V def2-TZVPD RIJCOSX def2/J DEFGRID3
* xyz 2 1
Ir -0.93374 0.64350 0.43561
C 1.70707 -1.50898 -2.19954
O 1.39858 -1.13203 -0.86106
C 1.30402 -2.25194 -0.02660
C 1.00906 -1.81332 1.38440
O -0.24352 -1.05281 1.51737
C -1.36680 -1.89888 1.89371
C -2.50962 -0.99967 2.27731
O -2.72532 -0.02605 1.22480
C -3.97700 -0.08625 0.48129
H 2.73049 -1.88509 -2.27406
H 1.60163 -0.63132 -2.83171
H 1.01755 -2.28200 -2.55216
H 2.24897 -2.80971 -0.00105
H 0.52943 -2.94219 -0.38832
H 1.78444 -1.16317 1.78581
H 0.90198 -2.69048 2.01960
H -1.07690 -2.51126 2.74737
H -1.61626 -2.54733 1.05314
H -2.27701 -0.42833 3.17595
H -3.41998 -1.57517 2.43844
H -4.78796 -0.01515 1.20206
H -4.03454 -1.01089 -0.09003
H -3.98028 0.78199 -0.17037
N 4.26297 1.71412 1.70179
C 3.10096 1.91059 1.08328
C 1.89941 2.05258 1.82116
C 0.71766 2.30261 1.17201
C 0.64633 2.28765 -0.25234
C 1.86653 2.16741 -0.98024
C 3.04671 1.98942 -0.33986
S -0.76558 2.89588 -1.12197
O -1.81275 2.35394 -0.13837
O -0.84815 4.28611 -1.34029
N -0.81600 2.07495 -2.44744
C -1.19328 0.79989 -2.43098
S -1.52194 -0.02635 -3.90481
C -1.84661 -1.48802 -3.04622
C -1.71275 -1.30744 -1.72532
N -1.35306 -0.01231 -1.37045
H 4.33318 1.76617 2.70528
H 5.12682 1.69933 1.18350
H 1.92174 2.02639 2.90319
H -0.15013 2.58446 1.77789
H 1.84631 2.27546 -2.05758
H 3.96532 1.92736 -0.90978
H -2.12801 -2.39200 -3.56049
H -1.86994 -2.05164 -0.96389
*
```

Löwdin population analysis, charges in e, atoms 1 to 4: atom 1 (Ir): 1.469, atom 2 (C): -0.065, atom 3 (O): -0.221, atom 4 (C): -0.208

---

- Among the records above, which one has the lowest highest occupied orbital energy?
  C15H22IrN3O5S2